{
  "formula": "C28H29BrN3O4SbSe4Ta",
  "method": "wB97M-V/def2-TZVPD",
  "species": ["Ta", "C", "N", "C", "C", "C", "N", "C", "C", "C", "C", "C", "C", "C", "O", "C", "C", "C", "N", "C", "C", "C", "C", "C", "C", "C", "O", "H", "H", "H", "H", "H", "H", "H", "H", "H", "H", "H", "H", "H", "H", "H", "H", "H", "H", "H", "H", "H", "H", "H", "H", "H", "Br", "C", "C", "C", "C", "C", "C", "C", "O", "O", "H", "H", "H", "H", "Se", "Sb", "Se", "Se", "Se"],
  "xyz": [[0.369, 0.383, 0.147], [3.978, -0.103, 1.015], [3.289, -0.042, -0.276], [3.688, 1.212, -0.970], [2.582, 1.939, -1.728], [1.321, 2.122, -0.892], [1.503, 1.903, 0.568], [0.510, 2.572, 1.299], [0.390, 2.586, 2.675], [0.331, 3.779, 3.448], [0.341, 3.663, 4.800], [0.390, 2.375, 5.415], [0.393, 1.211, 4.703], [0.366, 1.288, 3.286], [0.316, 0.256, 2.521], [3.635, -1.243, -1.053], [3.010, -1.375, -2.439], [1.484, -1.510, -2.491], [0.732, -0.452, -1.809], [-0.313, 0.003, -2.418], [-1.311, 1.049, -1.956], [-2.089, 1.503, -3.018], [-2.844, 2.667, -2.975], [-2.817, 3.422, -1.821], [-2.130, 2.958, -0.703], [-1.465, 1.757, -0.673], [-1.211, 1.215, 0.598], [5.064, -0.017, 0.889], [3.621, 0.698, 1.661], [3.761, -1.053, 1.501], [4.061, 1.899, -0.212], [4.513, 1.017, -1.664], [2.954, 2.932, -1.980], [2.332, 1.453, -2.671], [0.910, 3.116, -1.081], [0.433, 1.524, -1.285], [0.028, 3.413, 0.794], [0.341, 4.749, 2.966], [0.317, 4.551, 5.414], [0.426, 2.323, 6.496], [0.418, 0.239, 5.177], [4.729, -1.300, -1.142], [3.307, -2.096, -0.456], [3.347, -0.568, -3.096], [3.399, -2.305, -2.858], [1.159, -1.531, -3.533], [1.170, -2.453, -2.037], [-0.486, -0.347, -3.435], [-2.056, 0.915, -3.926], [-3.446, 2.965, -3.821], [-3.377, 4.344, -1.745], [-2.222, 3.482, 0.242], [-7.466, -4.304, 0.490], [-5.724, -3.655, 0.150], [-5.516, -2.287, 0.063], [-4.234, -1.818, -0.182], [-3.179, -2.705, -0.349], [-3.403, -4.071, -0.251], [-4.680, -4.552, 0.000], [-1.789, -2.202, -0.632], [-0.920, -2.974, -1.058], [-1.590, -0.955, -0.393], [-6.342, -1.602, 0.189], [-4.049, -0.754, -0.249], [-2.573, -4.754, -0.359], [-4.857, -5.616, 0.082], [0.106, -5.838, 0.958], [1.440, -3.840, 1.562], [2.302, -5.567, -0.020], [2.429, -3.986, 3.710], [0.889, -1.605, 0.834]],
  "lowdin_charge": [1.4442, -0.0918, -0.2848, -0.1753, -0.1206, -0.2619, -0.0797, -0.0897, -0.1468, -0.0168, -0.0661, -0.0304, 0.0235, -0.3116, -0.2292, -0.2225, -0.1345, -0.1650, -0.1386, -0.0695, -0.1392, 0.0002, -0.0364, -0.0237, -0.0003, -0.3160, -0.2053, 0.1044, 0.0867, 0.0674, 0.1212, 0.1331, 0.1290, 0.1099, 0.1527, 0.0385, 0.1350, 0.1221, 0.1102, 0.1176, 0.1280, 0.1342, 0.0647, 0.1077, 0.1289, 0.1302, 0.1027, 0.1480, 0.1279, 0.1205, 0.1232, 0.1368, 0.7545, -0.6906, -0.1160, -0.0148, -0.1269, -0.0147, -0.1101, -0.6047, -0.0539, -0.2022, 0.1014, 0.1131, 0.0839, 0.1044, 0.1277, 0.0294, 0.0847, 0.0040, 0.5377],
  "lumo_ev": -4.55,
  "de_lowest_kcal_mol": 36.3,
  "gap_ev": 5.83,
  "molar_mass_g_mol": 1170.01,
  "total_charge": 1
}

---

{
  "formula": "C4H11N3O",
  "method": "wB97M-V/def2-TZVPD",
  "species": ["C", "C", "C", "C", "N", "N", "N", "O", "H", "H", "H", "H", "H", "H", "H", "H", "H", "H", "H"],
  "xyz": [[0.467, 1.130, 2.567], [-0.975, 0.826, -0.630], [-0.737, -0.489, -1.200], [0.683, -2.284, -1.934], [1.584, 1.385, 2.477], [-0.678, 0.745, 2.767], [0.388, -0.959, -1.539], [0.203, 1.500, -0.263], [-1.551, 1.491, -1.233], [-1.647, 0.482, 0.224], [-1.602, -1.201, -1.499], [0.882, -2.304, -3.086], [1.622, -2.543, -1.490], [-0.067, -2.960, -1.542], [2.335, 1.849, 2.143], [-0.908, -0.225, 3.041], [-1.388, 1.549, 3.104], [0.231, 2.388, -0.587], [1.157, -0.379, -1.321]],
  "mulliken_spin": [-0.0006, -0.0334, 0.8803, 0.0702, 0.0014, 0.0017, 0.7566, 0.0267, 0.0724, 0.0916, 0.0136, 0.1182, 0.0401, 0.0107, -0.0002, 0.0001, 0.0002, 0.0005, -0.0501],
  "lumo_ev": [-7.35, -12.72],
  "de_lowest_kcal_mol": 20.2,
  "gap_ev": [7.47, 6.34],
  "molar_mass_g_mol": 117.15,
  "spin_multiplicity": 3,
  "total_charge": 2,
  "s_squared": 2.007
}

---

{
  "formula": "C12H10FNOS",
  "method": "wB97M-V/def2-TZVPD",
  "species": ["O", "C", "N", "C", "C", "C", "C", "C", "C", "F", "H", "H", "H", "H", "H", "C", "C", "C", "S", "C", "C", "H", "H", "H", "H", "H"],
  "xyz": [[-0.338, -2.274, -0.873], [-0.005, -1.141, -1.111], [-0.483, -0.052, -0.433], [-1.329, -0.128, 0.684], [-2.467, 0.666, 0.772], [-3.306, 0.578, 1.867], [-3.027, -0.312, 2.891], [-1.887, -1.095, 2.833], [-1.044, -0.989, 1.744], [0.101, -1.694, 1.742], [-1.631, -1.778, 3.627], [-3.688, -0.390, 3.739], [-4.185, 1.201, 1.917], [-2.689, 1.353, -0.032], [-0.314, 0.866, -0.819], [0.984, -0.752, -2.202], [2.072, 0.116, -1.646], [2.767, -0.177, -0.512], [3.933, 1.023, -0.130], [3.485, 1.941, -1.512], [2.491, 1.346, -2.218], [2.071, 1.756, -3.119], [3.987, 2.865, -1.718], [2.652, -1.032, 0.125], [1.397, -1.674, -2.617], [0.455, -0.225, -2.999]],
  "lowdin_charge": [0.1016, -0.4801, 0.1344, -0.1695, -0.0184, -0.0922, -0.0862, -0.0040, -0.2093, 0.0802, 0.1193, 0.1033, 0.1016, 0.1136, 0.1541, -0.0544, -0.3577, -0.3670, 0.9969, -0.4152, -0.1557, 0.1075, 0.0593, 0.0806, 0.1314, 0.1261],
  "lumo_ev": 0.66,
  "smiles": "O=C(Cc1ccsc1)Nc1ccccc1F",
  "gap_ev": 9.37,
  "molar_mass_g_mol": 235.28
}

---

{
  "formula": "C6H6N4",
  "method": "wB97M-V/def2-TZVPD",
  "species": ["C", "C", "C", "C", "C", "C", "N", "N", "N", "N", "H", "H", "H", "H", "H", "H"],
  "xyz": [[2.248, 1.371, 1.413], [0.877, 1.368, 1.381], [1.722, 0.014, -0.091], [-1.822, -1.822, -0.682], [-1.902, -0.935, -1.831], [-0.780, 0.030, 0.179], [2.735, 0.630, 0.386], [-1.298, -1.260, 0.331], [-1.281, 0.125, -1.786], [0.530, 0.414, 0.448], [2.887, 2.238, 1.837], [0.203, 1.693, 2.111], [1.870, -0.423, -1.025], [-2.375, -2.751, -0.545], [-2.184, -1.376, -2.768], [-1.432, 0.684, 0.641]],
  "mulliken_spin": [0.0128, -0.0035, -0.0013, 0.3439, 0.0705, 0.0218, 0.0053, 0.4685, 0.9411, 0.0656, 0.0005, -0.0035, -0.0014, 0.0191, 0.0490, 0.0116],
  "lumo_ev": [0.27, -2.66],
  "de_lowest_kcal_mol": 0.0,
  "gap_ev": [6.85, 6.80],
  "molar_mass_g_mol": 134.14,
  "spin_multiplicity": 3,
  "s_squared": 2.022
}

---

{
  "formula": "C3H8OS2",
  "method": "wB97M-V/def2-TZVPD",
  "species": ["C", "S", "S", "H", "H", "H", "H", "O", "C", "C", "H", "H", "H", "H"],
  "xyz": [[0.790, -1.309, 1.339], [1.531, -1.529, -0.296], [3.067, -0.227, -0.280], [0.300, -2.227, 1.638], [0.074, -0.492, 1.280], [1.530, -1.085, 2.113], [2.616, 0.892, -0.881], [0.191, 1.530, -0.184], [-0.661, 1.162, -0.956], [-1.987, 0.639, -0.503], [-0.437, 1.135, -2.039], [-2.130, 0.794, 0.566], [-2.081, -0.416, -0.757], [-2.804, 1.134, -1.041]],
  "lowdin_charge": [-0.4740, 0.3423, 0.3019, 0.0258, -0.0013, 0.0355, -0.1951, -0.0114, -0.3360, -0.0576, 0.1233, 0.0828, 0.0826, 0.0810],
  "lumo_ev": 0.73,
  "smiles": "CC=O.CSS",
  "de_lowest_kcal_mol": 8.8,
  "gap_ev": 9.65,
  "molar_mass_g_mol": 124.23
}

---

{
  "formula": "C7H8ClNO3",
  "method": "wB97M-V/def2-TZVPD",
  "species": ["C", "C", "C", "C", "C", "C", "C", "N", "O", "O", "O", "Cl", "H", "H", "H", "H", "H", "H", "H", "H"],
  "xyz": [[-0.229, 2.058, -0.985], [0.882, 1.623, -1.629], [-0.938, 1.455, 0.120], [1.549, 0.409, -1.321], [-0.395, 0.636, 1.029], [1.155, -0.761, -0.828], [-0.482, -2.184, 0.185], [-1.240, 0.035, 1.993], [-0.599, -0.475, 2.906], [-2.448, -0.106, 1.874], [-0.130, -1.210, -0.727], [2.354, -1.908, -0.296], [-0.546, 3.125, -1.191], [1.445, 2.149, -2.458], [-1.939, 1.481, 0.053], [2.608, 0.453, -1.485], [0.613, 0.419, 1.348], [0.099, -1.873, 1.121], [-0.200, -3.272, -0.124], [-1.557, -2.055, 0.414]],
  "lowdin_charge": [-0.0741, -0.0796, -0.0106, -0.1516, -0.0413, -0.6967, -0.1390, -0.4120, 0.0474, 0.0710, -0.1581, 0.7487, 0.1249, 0.1333, 0.0884, 0.0989, 0.1469, 0.0795, 0.1227, 0.1015],
  "lumo_ev": -0.95,
  "smiles": "CO\\C(Cl)=C/C=C\\C=C\\[N+](=O)[O-]",
  "de_lowest_kcal_mol": 13.9,
  "gap_ev": 7.78,
  "molar_mass_g_mol": 189.60
}

---

{
  "formula": "C8H17F3GaO8",
  "method": "wB97M-V/def2-TZVPD",
  "species": ["O", "O", "C", "Ga", "C", "F", "F", "F", "H", "H", "H", "H", "H", "C", "O", "C", "O", "O", "C", "H", "H", "H", "H", "H", "H", "C", "O", "C", "O", "O", "C", "H", "H", "H", "H", "H", "H"],
  "xyz": [[-3.598, 4.656, -4.230], [-4.117, 3.952, -5.325], [-3.978, 2.533, -5.040], [-2.003, 2.000, -5.361], [-1.368, 1.034, -3.604], [-1.314, -0.315, -3.751], [-0.111, 1.407, -3.206], [-2.155, 1.272, -2.537], [-2.642, 4.715, -4.392], [-4.312, 2.372, -4.015], [-4.586, 2.021, -5.780], [-1.951, 0.986, -6.605], [-1.085, 3.285, -5.636], [0.091, -0.280, -0.754], [0.395, -0.176, 0.653], [-0.238, 0.800, 1.292], [-1.019, 1.579, 0.821], [0.150, 0.770, 2.584], [-0.463, 1.778, 3.386], [0.675, -1.112, -1.137], [-0.966, -0.489, -0.902], [0.374, 0.622, -1.278], [-1.545, 1.654, 3.402], [-0.203, 2.771, 3.023], [-0.075, 1.655, 4.395], [1.492, -1.521, 3.569], [2.790, -2.011, 3.952], [3.005, -3.290, 3.669], [2.229, -4.046, 3.142], [4.244, -3.605, 4.073], [4.609, -4.960, 3.826], [1.450, -0.484, 3.859], [1.353, -1.597, 2.496], [0.711, -2.070, 4.096], [4.589, -5.177, 2.759], [3.948, -5.642, 4.360], [5.623, -5.084, 4.196]],
  "lowdin_charge": [-0.1024, -0.2950, -0.3012, 0.4484, -0.6719, 0.0057, -0.0157, 0.0315, 0.0535, 0.0399, 0.0352, -0.1042, -0.0845, -0.0187, -0.0073, -0.6062, 0.1482, -0.0550, -0.0445, 0.0979, 0.0954, 0.0786, 0.0980, 0.0979, 0.0886, -0.0211, 0.0129, -0.6212, 0.1227, -0.0040, -0.0524, 0.0758, 0.0895, 0.1048, 0.0965, 0.0948, 0.0894],
  "lumo_ev": 2.23,
  "gap_ev": 6.76,
  "molar_mass_g_mol": 367.93,
  "total_charge": -1
}